Entry from the OMol25 dataset: a single C3H7NOS molecule in a non-equilibrium geometry (ωB97M-V/def2-TZVPD).

Last column: Mulliken charge in e.
Geometry (Å):
C (-1.68, 0.00, 0.35)  -0.468
C (-0.88, -1.11, -0.35)  -0.462
C (2.59, 0.72, -0.02)  -0.293
H (-0.54, 1.51, 0.02)  0.405
H (-2.74, -0.24, 0.11)  0.302
H (-1.58, -0.08, 1.48)  0.259
H (-1.26, -2.14, -0.10)  0.321
H (-0.96, -0.98, -1.44)  0.307
H (2.85, 1.80, 0.00)  0.230
H (3.44, 0.03, 0.10)  0.216
N (1.33, 0.43, -0.06)  -0.265
O (-1.46, 1.27, -0.18)  -0.507
S (0.88, -1.19, 0.09)  -0.045

Properties
electronic energy: -17596.031 eV
Kohn-Sham gap: 9.4768 eV
largest force on an atom: 1.7 eV Å⁻¹

Entry from the OMol25 dataset: a single C3H7NOS molecule (ωB97M-V/def2-TZVPD).

Last column: Mulliken charge in e.
Geometry (Å):
O (-1.81, 1.49, 0.52)  -0.467
C (-0.71, 1.02, 0.62)  -0.337
C (0.15, 0.69, -0.59)  0.586
C (0.80, -0.70, -0.59)  -0.917
S (0.01, -2.00, 0.39)  -0.175
N (1.20, 1.72, -0.74)  -0.696
H (-0.23, 0.96, 1.62)  0.426
H (-0.56, 0.80, -1.41)  0.236
H (0.85, -1.05, -1.63)  0.346
H (1.85, -0.57, -0.34)  0.372
H (0.06, -1.31, 1.54)  0.104
H (1.15, 2.39, 0.02)  0.234
H (1.02, 2.31, -1.54)  0.288

Properties
electronic energy: -17596.446 eV
Kohn-Sham gap: 10.1912 eV
largest force on an atom: 0.8 eV Å⁻¹

Entry from the OMol25 dataset: a single C3H7NOS molecule in a non-equilibrium geometry (ωB97M-V/def2-TZVPD).

Last column: Mulliken charge in e.
Geometry (Å):
O (2.81, -1.56, -0.52)  -0.550
C (1.61, -1.17, -0.49)  0.103
N (0.85, -0.65, 0.59)  -0.158
C (-0.59, -0.46, 0.64)  -0.330
C (-1.02, 0.60, -0.44)  -0.586
S (-1.85, 2.20, 0.18)  -0.237
H (0.96, -1.48, -1.44)  0.214
H (1.44, -0.36, 1.34)  0.223
H (-1.01, -1.46, 0.43)  0.249
H (-0.89, -0.20, 1.72)  0.345
H (-0.07, 1.22, -0.63)  0.231
H (-1.40, 0.31, -1.48)  0.369
H (-0.85, 3.03, 0.09)  0.127

Properties
electronic energy: -17595.993 eV
Kohn-Sham gap: 10.2365 eV
largest force on an atom: 4.3 eV Å⁻¹

Entry from the OMol25 dataset: a single C3H7NOS molecule in a non-equilibrium geometry (ωB97M-V/def2-TZVPD).

Last column: Mulliken charge in e.
Geometry (Å):
C (0.14, 0.67, 0.01)  -0.407
C (1.49, 0.48, -0.66)  -0.724
C (-0.59, -0.65, -0.10)  -0.281
N (-1.38, -1.09, 0.91)  -0.464
O (2.44, -1.94, -1.42)  -0.543
S (2.04, -1.26, -0.16)  0.288
H (0.28, 0.91, 1.06)  0.283
H (-0.44, 1.48, -0.45)  0.275
H (1.41, 0.45, -1.75)  0.310
H (2.23, 1.22, -0.37)  0.405
H (-0.75, -1.07, -1.07)  0.403
H (-1.76, -2.02, 0.83)  0.252
H (-1.17, -0.77, 1.84)  0.203

Properties
electronic energy: -17594.924 eV
Kohn-Sham gap (spin up / spin down): 8.1645 / 6.5519 eV
largest force on an atom: 2.0 eV Å⁻¹

Entry from the OMol25 dataset: a gas-phase ion, C3H7NOS2 (charge +1) in a non-equilibrium geometry (ωB97M-V/def2-TZVPD).

Last column: Mulliken charge in e.
Geometry (Å):
S (1.39, 2.58, 1.17)  0.075
S (1.08, 0.61, 1.20)  0.267
C (-0.04, 0.31, -0.31)  -0.535
C (-0.49, -1.22, -0.09)  -0.869
C (-1.48, -1.66, -1.15)  0.451
N (-1.26, -3.05, -1.64)  -0.408
O (-2.28, -1.01, -1.76)  -0.507
H (2.67, 2.59, 1.03)  0.268
H (0.49, 0.21, -1.22)  0.441
H (-0.91, 1.02, 0.01)  0.464
H (0.46, -1.71, -0.19)  0.445
H (-0.83, -1.39, 0.93)  0.477
H (-0.68, -3.66, -1.11)  0.191
H (-1.70, -3.27, -2.52)  0.241

Properties
electronic energy: -28423.141 eV
expectation value of S²: 0.75
2S+1: 2
Kohn-Sham gap (spin up / spin down): 8.5981 / 4.4333 eV
net charge: +1
largest force on an atom: 5.2 eV Å⁻¹

Entry from the OMol25 dataset: 2 unconnected molecules or ions with the total composition C3H7NS in a non-equilibrium geometry (ωB97M-V/def2-TZVPD).

Last column: Mulliken charge in e.
Geometry (Å):
C (-1.85, 1.19, -0.14)  -0.323
C (-1.03, 0.01, 0.12)  0.524
C (-0.96, -1.39, 0.43)  -1.036
N (-0.42, 1.12, 0.26)  -0.475
S (3.62, 0.04, -0.25)  -0.296
H (-2.12, 1.58, -1.12)  0.216
H (-2.71, 1.36, 0.62)  0.167
H (3.37, 0.99, -1.14)  0.143
H (-0.06, -1.71, 0.03)  0.320
H (-1.76, -1.90, -0.09)  0.290
H (-0.99, -1.72, 1.42)  0.320
H (4.92, 0.43, -0.15)  0.150

Properties
electronic energy: -15547.224 eV
Kohn-Sham gap: 10.4382 eV
largest force on an atom: 3.5 eV Å⁻¹

Entry from the OMol25 dataset: a molecular structure, C3H7NS in a non-equilibrium geometry (ωB97M-V/def2-TZVPD).

Last column: Mulliken charge in e.
Geometry (Å):
C (1.65, 1.05, -1.00)  -0.666
C (-1.29, -0.61, 0.44)  0.061
C (-2.05, -1.56, -0.15)  -0.771
H (0.66, 0.86, -1.72)  0.250
H (2.18, -0.10, -0.86)  0.224
H (2.48, 1.92, -1.14)  0.288
H (-1.91, 0.17, 1.43)  0.191
H (-1.73, -1.56, -1.16)  0.320
H (-2.20, -2.58, 0.41)  0.229
H (-3.11, -1.23, -0.09)  0.240
N (-0.22, -0.23, -0.15)  -0.311
S (0.96, 0.68, 0.53)  -0.055

Properties
electronic energy: -15545.071 eV
Kohn-Sham gap: 8.2988 eV
largest force on an atom: 8.0 eV Å⁻¹

Entry from the OMol25 dataset: a single C3H7NS molecule in a non-equilibrium geometry (ωB97M-V/def2-TZVPD).

Last column: Mulliken charge in e.
Geometry (Å):
C (-1.60, -0.63, -0.04)  -0.907
C (-0.58, 0.50, 0.09)  -0.327
C (1.96, 0.09, -0.16)  -0.073
H (-1.90, -1.24, 0.77)  0.332
H (-1.22, -1.31, -0.86)  0.274
H (-2.50, -0.28, -0.72)  0.281
H (-0.98, 1.58, 0.58)  0.267
H (-0.25, 1.03, -0.81)  0.245
H (0.99, -0.38, 1.55)  0.262
H (1.72, 0.78, -1.03)  0.143
N (0.82, 0.11, 0.59)  -0.183
S (3.54, -0.24, 0.03)  -0.314

Properties
electronic energy: -15548.029 eV
Kohn-Sham gap: 9.1585 eV
largest force on an atom: 4.8 eV Å⁻¹

Entry from the OMol25 dataset: 2 unconnected molecules or ions with the total composition C3H7NS in a non-equilibrium geometry (ωB97M-V/def2-TZVPD).

Last column: Mulliken charge in e.
Geometry (Å):
C (-0.93, -1.16, 1.88)  -0.743
C (0.69, 0.69, -1.12)  0.093
C (1.73, 0.35, -2.08)  -0.794
H (0.13, -1.24, 2.30)  0.250
H (-1.43, -2.00, 1.48)  0.294
H (-1.72, -0.83, 2.63)  0.274
H (0.33, 1.72, -1.22)  0.351
H (1.49, -0.93, -2.25)  0.205
H (1.72, 0.91, -3.19)  0.279
H (2.91, 0.63, -1.22)  0.202
N (0.47, -0.17, -0.30)  -0.373
S (-0.98, 0.22, 0.72)  -0.039

Properties
electronic energy: -15545.847 eV
Kohn-Sham gap: 9.2469 eV
largest force on an atom: 6.1 eV Å⁻¹